# 1
Entry from the Open Molecules 2025 dataset: a structure of composition C33H54BN7Pd (the ωB97M-V functional and the def2-TZVPD basis).

Each line ends with the Löwdin charge.
Atoms and positions in Å:
Pd1 0.70 1.03 1.64  0.263
C1 -3.81 4.00 1.04  -0.106
C2 -2.45 3.36 0.79  -0.380
C3 -1.63 3.27 2.07  -0.095
C4 -2.59 2.00 0.15  -0.279
C5 -3.77 1.34 -0.25  0.008
C6 -3.34 0.13 -0.77  -0.230
C7 -4.23 -0.99 -1.25  -0.354
C8 -4.15 -1.24 -2.76  -0.071
C9 -4.03 -2.28 -0.45  -0.055
N1 -1.99 0.12 -0.69  0.030
N2 -1.53 1.25 -0.11  0.140
B1 -0.98 -0.96 -1.13  -0.546
N3 0.25 -0.28 -1.74  0.009
N4 1.24 0.14 -0.93  0.133
C10 2.13 0.76 -1.69  -0.271
C11 1.71 0.74 -3.04  0.023
C12 0.50 0.07 -3.02  -0.243
C13 -0.48 -0.16 -4.14  -0.369
C14 0.24 -0.35 -5.47  -0.082
C15 -1.50 0.98 -4.21  -0.056
C16 3.31 1.42 -1.03  -0.373
C17 4.53 1.46 -1.95  -0.089
C18 2.93 2.81 -0.54  -0.078
N5 -0.60 -1.83 0.09  0.035
N6 -0.79 -1.32 1.33  0.126
C19 -0.41 -2.25 2.19  -0.289
C20 0.05 -3.39 1.50  0.011
C21 -0.08 -3.08 0.16  -0.227
C22 0.29 -3.97 -0.99  -0.354
C23 -0.92 -4.53 -1.74  -0.074
C24 1.30 -3.34 -1.95  -0.053
C25 -0.46 -2.02 3.68  -0.381
C26 0.94 -2.13 4.29  -0.075
C27 -1.04 -0.64 4.00  -0.109
H1 -3.68 4.99 1.50  0.065
H2 -4.40 3.39 1.71  0.074
H3 -4.37 4.13 0.11  0.066
H4 -1.90 3.99 0.08  0.133
H5 -2.18 2.71 2.84  0.078
H6 -1.40 4.26 2.47  0.068
H7 -0.68 2.73 1.88  0.008
H8 -4.79 1.67 -0.16  0.089
H9 -5.24 -0.63 -1.04  0.123
H10 -3.18 -1.63 -3.05  0.049
H11 -4.33 -0.32 -3.31  0.072
H12 -4.92 -1.97 -3.05  0.067
H13 -3.02 -2.67 -0.57  0.053
H14 -4.74 -3.04 -0.77  0.069
H15 -4.17 -2.09 0.62  0.084
H16 -1.49 -1.66 -1.97  0.092
H17 2.21 1.16 -3.90  0.090
H18 -1.03 -1.08 -3.91  0.108
H19 0.80 0.55 -5.74  0.068
H20 -0.47 -0.55 -6.27  0.067
H21 0.95 -1.18 -5.41  0.076
H22 -0.99 1.92 -4.43  0.081
H23 -2.00 1.09 -3.25  0.070
H24 -2.25 0.79 -4.98  0.069
H25 3.55 0.83 -0.14  0.096
H26 4.34 2.07 -2.84  0.064
H27 4.81 0.45 -2.29  0.071
H28 5.39 1.89 -1.43  0.068
H29 2.63 3.46 -1.38  0.070
H30 3.76 3.28 -0.01  0.073
H31 2.09 2.72 0.16  0.038
H32 0.45 -4.31 1.91  0.094
H33 0.79 -4.83 -0.51  0.124
H34 -1.44 -3.74 -2.28  0.055
H35 -1.63 -4.99 -1.05  0.075
H36 -0.60 -5.29 -2.47  0.066
H37 0.86 -2.52 -2.51  0.061
H38 1.66 -4.09 -2.66  0.069
H39 2.15 -2.94 -1.41  0.087
H40 -1.10 -2.80 4.12  0.121
H41 1.55 -1.31 3.91  0.069
H42 1.42 -3.07 4.03  0.063
H43 0.89 -2.05 5.38  0.067
H44 -0.35 0.11 3.58  0.032
H45 -1.12 -0.50 5.08  0.065
H46 -2.02 -0.49 3.54  0.065
C28 1.93 3.43 3.87  -0.096
C29 2.89 2.33 3.56  -0.433
C30 4.20 2.19 4.02  -0.142
C31 4.70 1.01 3.42  -0.137
C32 3.66 0.50 2.65  -0.429
C33 3.64 -0.74 1.80  -0.096
N7 2.56 1.30 2.74  -0.024
H47 2.35 4.10 4.63  0.051
H48 0.98 3.03 4.24  0.049
H49 1.69 4.02 2.97  0.051
H50 4.72 2.87 4.68  0.056
H51 5.68 0.57 3.54  0.058
H52 4.46 -0.76 1.07  0.055
H53 2.69 -0.76 1.25  0.034
H54 3.71 -1.66 2.39  0.053

Summary:
Gap between HOMO and LUMO, eV: 3.910
Total charge: -2

=====

# 2
Entry from the Open Molecules 2025 dataset: a cluster of 6 separate species, C33H54Cl2N2O24P2S2 in total in a non-equilibrium geometry (the ωB97M-V functional and the def2-TZVPD basis).

Each line ends with the Löwdin charge.
Atoms and positions in Å:
C1 -3.42 -1.93 -5.20  -0.080
C2 -3.49 -0.92 -3.98  -0.272
O1 -4.60 -1.26 -3.14  -0.157
C3 -5.02 -0.02 -2.55  -0.193
C4 -6.14 -0.23 -1.45  -0.157
O2 -6.50 0.99 -0.77  -0.170
C5 -5.90 1.10 0.52  -0.211
C6 -4.34 1.25 0.40  -0.163
C7 -3.75 2.57 -0.10  -0.295
P1 -4.81 4.05 -0.53  0.901
P2 -5.76 3.81 -2.47  0.370
O3 -4.98 3.04 -3.46  -0.309
O4 -7.35 3.24 -2.37  -0.196
O5 -5.93 5.38 -3.09  -0.213
C8 -2.29 2.62 -0.23  -0.112
C9 -1.70 3.98 -0.77  -0.132
C10 -1.95 4.02 -2.34  -0.776
O6 -2.04 3.02 -2.96  0.046
Cl1 -2.08 5.59 -3.25  0.622
C11 -1.40 1.48 0.13  -0.119
N1 -0.03 1.64 -0.05  0.179
C12 0.70 0.55 0.27  -0.215
C13 2.25 0.56 0.08  -0.166
C14 2.88 1.96 -0.28  -0.201
C15 2.47 2.52 -1.70  -0.202
S1 2.52 4.36 -1.76  0.686
O7 3.63 4.73 -2.64  -0.302
O8 2.81 4.95 -0.44  -0.332
O9 1.09 5.01 -2.24  -0.201
C16 0.05 -0.68 0.81  -0.518
Cl2 1.16 -2.05 1.24  0.762
N2 -1.25 -0.92 1.02  0.108
C17 -1.95 0.22 0.63  -0.214
C18 -3.46 0.14 0.74  -0.413
S2 -4.19 -1.44 1.32  0.784
H1 -4.32 -1.83 -5.87  0.081
H2 -3.34 -2.97 -4.78  0.073
H3 -2.51 -1.77 -5.83  0.072
H4 -3.60 0.11 -4.43  0.124
H5 -2.50 -0.94 -3.44  0.114
H6 -4.11 0.51 -2.17  0.112
H7 -5.46 0.64 -3.35  0.120
H8 -7.07 -0.55 -2.02  0.139
H9 -5.92 -1.09 -0.76  0.093
H10 -6.21 0.31 1.25  0.106
H11 -6.26 2.08 0.94  0.100
H12 -5.87 4.09 0.44  -0.054
H13 -7.97 3.99 -2.34  0.067
H14 -6.40 5.85 -2.37  0.057
H15 -2.24 4.84 -0.29  0.086
H16 -0.60 4.01 -0.60  0.094
H17 2.52 -0.25 -0.66  0.117
H18 2.69 0.26 1.08  0.113
H19 2.68 2.66 0.57  0.115
H20 4.00 1.80 -0.31  0.129
H21 1.48 2.10 -2.07  0.104
H22 3.23 2.17 -2.45  0.114
H23 0.75 5.50 -1.45  0.083
H24 -4.45 -1.26 2.66  -0.111
C19 4.03 -2.86 -5.96  -0.030
O10 2.65 -2.85 -5.58  0.014
C20 2.44 -2.82 -4.26  -0.593
O11 3.28 -2.81 -3.41  0.098
O12 1.12 -2.82 -4.06  0.013
C21 0.74 -2.79 -2.68  -0.037
H25 4.07 -2.88 -7.04  0.097
H26 4.53 -1.96 -5.60  0.102
H27 4.52 -3.75 -5.57  0.079
H28 1.12 -1.89 -2.20  0.078
H29 1.11 -3.68 -2.17  0.102
H30 -0.35 -2.79 -2.63  0.094
C22 4.78 5.66 5.56  -0.049
O13 5.11 6.58 4.52  -0.001
C23 4.47 6.34 3.36  -0.611
O14 3.69 5.46 3.15  0.121
O15 4.87 7.27 2.48  0.004
C24 4.27 7.14 1.18  -0.045
H31 5.34 5.94 6.44  0.092
H32 3.71 5.71 5.79  0.097
H33 5.06 4.64 5.28  0.096
H34 3.19 7.26 1.25  0.095
H35 4.53 6.19 0.73  0.079
H36 4.67 7.94 0.56  0.096
C25 2.24 -4.45 2.36  -0.138
O16 3.16 -5.31 3.02  0.007
C26 2.58 -6.21 3.83  -0.610
O17 1.40 -6.34 4.02  0.127
O18 3.55 -6.95 4.38  0.001
C27 3.08 -7.96 5.27  -0.045
H37 2.81 -3.77 1.73  0.043
H38 1.57 -5.03 1.71  0.100
H39 1.67 -3.87 3.08  0.068
H40 2.45 -8.68 4.75  0.098
H41 2.54 -7.52 6.11  0.098
H42 3.95 -8.49 5.66  0.093
C28 -1.66 0.71 4.15  -0.037
O19 -1.89 1.82 5.02  0.011
C29 -3.10 1.81 5.59  -0.610
O20 -3.96 0.98 5.43  0.119
O21 -3.19 2.89 6.38  0.003
C30 -4.44 3.02 7.06  -0.044
H43 -0.65 0.82 3.74  0.093
H44 -1.71 -0.23 4.70  0.106
H45 -2.37 0.71 3.32  0.074
H46 -4.61 2.17 7.72  0.099
H47 -5.26 3.11 6.34  0.097
H48 -4.40 3.93 7.66  0.094
C31 5.35 -4.97 -3.15  -0.049
O22 5.83 -5.94 -2.21  0.007
C32 4.96 -6.92 -1.94  -0.611
O23 3.85 -7.03 -2.41  0.122
O24 5.53 -7.75 -1.06  0.001
C33 4.70 -8.85 -0.68  -0.045
H49 6.14 -4.23 -3.29  0.101
H50 5.14 -5.44 -4.11  0.093
H51 4.47 -4.47 -2.76  0.071
H52 4.46 -9.47 -1.54  0.098
H53 3.79 -8.49 -0.19  0.096
H54 5.27 -9.45 0.04  0.093

Summary:
Gap between HOMO and LUMO, eV: 7.721
SMILES: CCOCCOCc1c(PP(=O)(O)O)c(CC(=O)Cl)c2nc(CCCS(=O)(=O)O)c(Cl)nc2c1S.COC(=O)OC.COC(=O)OC.COC(=O)OC.COC(=O)OC.COC(=O)OC

=====

# 3
Entry from the Open Molecules 2025 dataset: a cluster of 5 separate species, C33H55Br2ClIO19P in total in a non-equilibrium geometry (the ωB97M-V functional and the def2-TZVPD basis).

Each line ends with the Löwdin charge.
Atoms and positions in Å:
C1 0.58 -3.75 3.31  -0.022
C2 -0.78 -2.78 3.28  -0.269
O1 -1.16 -2.32 4.51  -0.044
O2 -1.54 -2.48 2.06  -0.139
C3 -1.47 -1.02 1.73  -0.174
C4 -0.31 -0.82 0.58  -0.111
C5 -0.80 -0.08 -0.79  -0.269
C6 -1.97 -0.98 -1.50  -0.082
C7 -1.39 -2.01 -2.68  -0.153
O3 -2.48 -3.02 -2.87  -0.151
C8 -2.01 -3.97 -3.89  -0.121
O4 -1.69 -5.20 -3.46  -0.030
C9 0.60 0.24 -1.60  -0.159
O5 1.46 -0.58 -2.22  0.017
O6 0.91 1.71 -1.56  -0.103
C10 -0.05 2.58 -0.82  -0.326
C11 -0.36 4.09 -1.35  -0.155
C12 -0.39 4.33 -2.96  -0.733
C13 -1.52 3.50 -3.80  -0.200
I1 1.51 4.10 -4.01  0.828
C14 0.80 2.79 0.61  -0.459
Br1 0.13 2.18 2.42  0.667
C15 2.17 3.43 0.66  -0.568
C16 2.95 4.00 -0.65  -0.169
Br2 3.14 3.63 2.44  0.715
C17 -1.33 1.51 -0.72  -0.350
P1 -2.84 1.94 0.35  0.653
O7 -2.71 3.48 1.15  -0.430
Cl1 -4.52 2.22 -1.00  0.138
H1 0.90 -4.11 2.23  0.087
H2 0.27 -4.73 3.90  0.103
H3 1.46 -3.27 3.93  0.099
H4 -1.25 -0.41 2.73  0.106
H5 -2.56 -0.76 1.32  0.109
H6 0.69 -0.32 1.00  0.122
H7 0.02 -1.92 0.26  0.149
H8 -2.81 -0.34 -2.04  0.126
H9 -2.56 -1.69 -0.75  0.135
H10 -0.38 -2.48 -2.33  0.143
H11 -1.33 -1.36 -3.65  0.141
H12 -1.99 -3.60 -5.01  0.175
H13 -1.45 4.37 -0.95  0.137
H14 0.34 4.93 -0.89  0.126
H15 -0.68 5.48 -3.10  0.095
H16 -1.07 2.40 -3.97  0.072
H17 -1.67 3.94 -4.88  0.088
H18 -2.53 3.33 -3.21  0.068
H19 2.51 5.02 -1.09  0.073
H20 3.06 3.20 -1.50  0.052
H21 4.07 4.28 -0.32  0.085
H22 -1.80 1.59 -1.82  0.091
H23 -2.55 3.38 2.14  0.046
C18 6.85 4.65 9.01  -0.070
C19 7.51 4.90 7.66  -0.220
O8 7.30 3.79 6.78  0.024
C20 6.08 3.73 6.20  -0.545
O9 5.16 4.52 6.36  0.107
O10 6.03 2.61 5.43  -0.002
C21 4.76 2.36 4.84  -0.108
H24 7.19 3.70 9.43  0.082
H25 7.09 5.46 9.71  0.080
H26 5.77 4.59 8.91  0.075
H27 8.59 5.00 7.80  0.123
H28 7.16 5.83 7.20  0.124
H29 4.41 3.24 4.28  -0.058
H30 4.04 2.08 5.61  0.107
H31 4.87 1.53 4.14  0.095
C22 -3.73 -5.24 0.19  -0.060
C23 -4.41 -4.83 1.48  -0.216
O11 -5.37 -5.81 1.88  0.024
C24 -4.86 -6.92 2.47  -0.548
O12 -3.68 -7.15 2.68  0.103
O13 -5.89 -7.76 2.75  -0.008
C25 -5.48 -9.02 3.29  -0.054
H32 -4.47 -5.45 -0.59  0.086
H33 -3.06 -4.44 -0.17  0.064
H34 -3.13 -6.14 0.32  0.078
H35 -4.96 -3.90 1.32  0.124
H36 -3.68 -4.64 2.28  0.117
H37 -4.82 -8.89 4.16  0.097
H38 -4.98 -9.61 2.51  0.099
H39 -6.37 -9.56 3.61  0.093
C26 3.38 10.35 0.98  -0.068
C27 3.45 9.50 -0.28  -0.218
O14 2.35 8.59 -0.34  0.017
C28 1.16 9.12 -0.73  -0.548
O15 0.97 10.29 -1.04  0.110
O16 0.23 8.14 -0.70  -0.021
C29 -1.09 8.60 -1.00  -0.050
H40 3.30 9.71 1.87  0.083
H41 4.27 10.97 1.07  0.081
H42 2.50 11.00 0.97  0.075
H43 4.36 8.89 -0.26  0.124
H44 3.49 10.12 -1.18  0.125
H45 -1.12 9.14 -1.95  0.099
H46 -1.46 9.22 -0.18  0.102
H47 -1.74 7.72 -1.08  0.088
C30 -0.05 -8.36 -4.64  -0.065
C31 -1.53 -8.11 -4.80  -0.220
O17 -1.88 -7.92 -6.18  0.024
C32 -1.97 -9.05 -6.92  -0.550
O18 -1.79 -10.19 -6.52  0.103
O19 -2.26 -8.69 -8.20  -0.010
C33 -2.29 -9.78 -9.11  -0.056
H48 0.53 -7.57 -5.13  0.082
H49 0.23 -8.42 -3.59  0.081
H50 0.25 -9.30 -5.12  0.072
H51 -1.80 -7.18 -4.27  0.083
H52 -2.13 -8.91 -4.36  0.126
H53 -2.95 -10.58 -8.76  0.097
H54 -1.28 -10.17 -9.26  0.099
H55 -2.67 -9.42 -10.07  0.093

Summary:
Gap between HOMO and LUMO, eV: 9.029
SMILES: CC(=O)OCC[C@]1(CCOC=O)C(=O)O[C@](C[C@H](C)I)(/C(Br)=C(\C)Br)[C@@H]1P(O)Cl.CCOC(=O)OC.CCOC(=O)OC.CCOC(=O)OC.CCOC(=O)OC

=====

| no. | lowest unoccupied orbital energy (Ha) | highest occupied orbital energy (eV) |
| --- | --- | --- |
| 1 | 0.163 | 0.5305 |
| 2 | -0.060 | -9.3624 |
| 3 | -0.012 | -9.3595 |